Below is a structure of composition C37H47BF4O2P2SbSe4Ti, with properties calculated with ωB97M-V with the def2-TZVPD basis set.

Properties
E ... -364399.659 eV
Relative energy (zero: lowest compared OMol25 entry of this formula, charge and spin) ... 0.00 kcal/mol
<S²> ... 0.76
E_HOMO (spin up / spin down) ... -8.33 / -8.27 eV

The geometry in ORCA input format:
```
! wB97M-V def2-TZVPD RIJCOSX def2/J DEFGRID3
* xyz 0 2
Ti -1.00 0.06 -0.54
O 0.04 -1.69 2.51
C -0.50 -0.66 2.18
O -1.38 -0.64 1.18
C -0.24 0.62 2.92
C 0.39 0.48 4.16
C 0.66 1.59 4.94
C 0.29 2.85 4.49
C -0.33 3.00 3.26
C -0.59 1.89 2.46
P -1.42 2.16 0.85
C -0.71 3.68 0.16
C -1.48 4.42 -0.74
C -0.92 5.50 -1.41
C 0.41 5.83 -1.20
C 1.18 5.07 -0.34
C 0.63 4.00 0.34
C -3.11 2.57 1.37
C -3.50 3.86 1.71
C -4.79 4.10 2.17
C -5.69 3.05 2.29
C -5.31 1.76 1.96
C -4.02 1.52 1.50
H 0.67 -0.51 4.48
H 1.15 1.47 5.89
H 0.50 3.72 5.10
H -0.59 3.99 2.92
H -2.52 4.16 -0.92
H -1.53 6.06 -2.10
H 0.85 6.66 -1.74
H 2.23 5.31 -0.19
H 1.26 3.41 1.00
H -2.81 4.69 1.61
H -5.09 5.11 2.43
H -6.70 3.24 2.65
H -6.00 0.94 2.05
H -3.71 0.51 1.26
F -0.48 0.50 -4.10
B -1.28 1.53 -3.82
F -1.91 0.79 -1.98
F -0.76 2.65 -3.36
F -2.50 1.54 -4.36
C -0.73 -5.81 1.13
C -1.66 -4.70 1.61
C -2.14 -3.86 0.41
C -1.07 -3.77 -0.69
C 0.33 -3.82 -0.05
C 0.56 -5.22 0.55
P -1.27 -2.26 -1.72
C -3.04 -2.16 -2.26
C -3.97 -1.58 -1.19
C -5.24 -1.02 -1.85
C -5.67 -1.89 -3.04
C -5.22 -3.34 -2.83
C -3.69 -3.43 -2.84
C -0.35 -2.55 -3.30
C 1.09 -2.02 -3.28
C 1.85 -2.53 -4.51
C 2.02 -4.06 -4.46
C 0.92 -4.73 -3.63
C -0.41 -4.01 -3.82
H -1.25 -6.41 0.37
H -0.50 -6.50 1.95
H -1.12 -4.06 2.31
H -2.52 -5.11 2.14
H -2.41 -2.87 0.77
H -3.05 -4.31 -0.01
H -1.17 -4.63 -1.36
H 0.38 -3.06 0.73
H 1.11 -3.60 -0.76
H 1.32 -5.13 1.34
H 0.97 -5.89 -0.21
H -2.98 -1.40 -3.05
H -3.50 -0.79 -0.60
H -4.23 -2.36 -0.47
H -5.04 0.00 -2.20
H -6.04 -0.95 -1.12
H -5.23 -1.51 -3.97
H -6.75 -1.84 -3.17
H -5.64 -3.99 -3.60
H -5.61 -3.70 -1.88
H -3.34 -3.57 -3.87
H -3.37 -4.31 -2.28
H -0.90 -1.92 -4.01
H 1.63 -2.31 -2.38
H 1.07 -0.93 -3.29
H 2.82 -2.05 -4.57
H 1.29 -2.24 -5.40
H 3.00 -4.32 -4.05
H 2.00 -4.46 -5.48
H 1.19 -4.71 -2.57
H 0.83 -5.78 -3.90
H -1.21 -4.58 -3.34
H -0.65 -4.00 -4.89
Se 4.42 2.99 -0.67
Sb 3.89 0.87 0.27
Se 3.44 1.93 2.42
Se 4.72 -1.30 -0.06
Se 1.16 0.51 -0.65
*
```